(1)
{"formula": "C30H44Hg2NO17S", "method": "ωB97M-V with the def2-TZVPD basis set", "largest_force_ev_per_a": 5.08, "homo_ev": -16.512, "gap_ev": 1.628, "charge": 3, "species": ["Hg", "Hg", "C", "C", "O", "H", "H", "H", "H", "H", "C", "C", "O", "S", "O", "O", "O", "H", "H", "H", "H", "C", "C", "C", "C", "C", "C", "N", "O", "O", "H", "H", "H", "H", "H", "O", "C", "O", "C", "C", "C", "H", "H", "H", "H", "H", "H", "O", "C", "O", "C", "C", "C", "H", "H", "H", "H", "H", "H", "O", "C", "O", "C", "C", "C", "H", "H", "H", "H", "H", "H", "O", "C", "O", "C", "C", "C", "H", "H", "H", "H", "H", "H", "O", "C", "O", "C", "C", "C", "H", "H", "H", "H", "H", "H"], "coordinates": [[-4.404, 1.897, -1.982], [-2.513, 3.698, 0.002], [-0.711, -0.001, 0.349], [-1.249, 0.764, -0.861], [-2.440, 1.377, -0.726], [0.304, 0.282, 0.625], [-0.723, -1.090, 0.296], [-1.324, 0.225, 1.222], [-1.192, 0.005, -1.641], [-0.464, 1.490, -1.072], [1.161, -3.336, 2.842], [0.398, -3.904, 1.622], [-0.283, -4.929, 2.189], [0.799, -5.847, 3.025], [1.786, -6.443, 2.132], [0.150, -6.718, 4.040], [1.390, -4.464, 3.758], [0.541, -2.543, 3.260], [2.098, -2.889, 2.511], [1.102, -4.121, 0.818], [-0.447, -3.373, 1.183], [-2.441, -5.257, -1.800], [-2.105, -3.953, -1.689], [-1.680, -3.278, -2.802], [-1.714, -3.810, -4.113], [-2.182, -5.191, -4.205], [-2.475, -5.916, -3.068], [-1.326, -2.989, -5.328], [-0.890, -3.647, -6.211], [-1.418, -1.829, -5.243], [-2.831, -5.665, -0.880], [-2.280, -3.509, -0.720], [-1.234, -2.303, -2.670], [-2.129, -5.652, -5.180], [-2.627, -6.965, -3.273], [6.269, -1.179, -1.417], [5.134, -0.667, -1.423], [4.870, 0.559, -1.903], [3.480, 0.975, -1.819], [2.765, -0.262, -1.397], [3.821, -1.260, -0.988], [3.176, 1.429, -2.762], [3.321, 1.736, -1.055], [2.065, -0.519, -2.192], [2.152, -0.025, -0.527], [3.577, -2.166, -1.543], [3.821, -1.603, 0.047], [-1.500, 2.874, 2.058], [-0.868, 2.869, 3.088], [-1.344, 3.408, 4.257], [-0.581, 3.016, 5.389], [0.701, 2.595, 4.765], [0.318, 2.153, 3.410], [-1.128, 2.198, 5.858], [-0.447, 3.708, 6.220], [1.080, 1.680, 5.218], [1.398, 3.426, 4.877], [-0.015, 1.128, 3.572], [0.973, 2.073, 2.542], [-2.057, -0.484, 4.685], [-2.783, -1.313, 4.108], [-2.495, -2.570, 3.870], [-3.593, -3.188, 3.205], [-4.199, -2.104, 2.412], [-4.032, -0.898, 3.321], [-4.174, -3.609, 4.026], [-3.292, -3.999, 2.542], [-5.216, -2.421, 2.180], [-3.721, -1.966, 1.442], [-4.866, -0.704, 3.995], [-3.866, 0.008, 2.738], [-0.980, 2.478, -6.747], [-0.412, 2.747, -5.742], [0.040, 4.083, -5.565], [0.909, 4.303, -4.420], [1.207, 2.894, -4.084], [0.212, 1.975, -4.708], [0.535, 4.809, -3.530], [1.868, 4.726, -4.718], [1.281, 2.920, -2.997], [2.202, 2.681, -4.477], [-0.566, 1.455, -4.149], [0.727, 1.109, -5.122], [-0.192, 4.278, -0.236], [0.910, 4.589, 0.301], [1.537, 3.732, 1.184], [2.821, 4.035, 1.508], [3.187, 5.207, 0.507], [1.842, 5.751, -0.041], [3.627, 3.343, 1.264], [2.824, 4.246, 2.577], [3.954, 4.942, -0.220], [3.684, 6.051, 0.985], [1.881, 5.912, -1.119], [1.514, 6.719, 0.337]], "forces_ev_per_angstrom": [[0.52, 0.02, 0.11], [1.34, -1.47, 0.50], [-0.59, -0.26, 1.95], [3.04, -0.67, -1.05], [-2.47, 1.38, 1.09], [-0.01, 0.25, -0.28], [-0.18, -0.03, -0.54], [-0.03, 0.14, 0.17], [-0.58, 0.25, -0.69], [0.09, 0.23, -0.40], [0.07, 0.39, -0.50], [0.67, 1.66, -0.27], [-0.72, -4.27, 0.62], [0.14, -2.13, 2.48], [-1.82, 1.64, 1.23], [1.50, 3.16, -3.16], [-0.62, -0.14, -1.66], [0.08, -0.38, 0.86], [0.22, -0.29, 0.36], [-0.05, -0.75, -0.10], [0.46, 1.16, 0.16], [-1.40, -1.35, 0.11], [-0.03, 0.59, -0.09], [0.93, 1.74, -0.59], [-1.48, -2.52, 0.97], [1.36, 2.12, -0.60], [0.71, 0.53, -0.97], [0.04, -3.75, 2.18], [0.50, -0.67, -1.57], [-0.49, 3.62, 0.28], [0.14, -0.90, -0.18], [0.57, 0.42, -0.05], [-0.21, 0.34, -0.15], [-0.28, -0.13, -0.05], [-0.36, -0.16, 0.74], [-3.71, 1.74, 0.09], [2.57, -0.99, -0.36], [0.58, 0.99, -0.24], [1.08, 0.19, 0.29], [-1.63, 0.47, 0.72], [-0.73, -1.67, -0.53], [0.27, -0.41, -0.09], [0.73, 0.27, 0.08], [0.24, -0.83, 0.01], [-0.19, -0.02, 0.02], [0.76, -0.27, -0.09], [0.14, 0.49, 0.09], [-0.86, 0.63, -1.73], [-2.04, 1.09, 3.47], [-1.14, 1.07, -2.45], [-0.27, -1.39, 0.91], [2.06, -0.55, 1.36], [1.21, -1.74, -1.34], [-0.01, -0.32, -0.21], [-0.33, 0.85, -0.79], [0.48, 0.57, 0.67], [0.34, -0.23, -0.47], [-0.43, -0.38, -0.26], [0.35, 0.32, 0.53], [-1.31, -2.34, -1.02], [1.41, 3.59, 0.09], [1.42, -0.22, 0.60], [0.21, -1.41, 0.13], [-1.72, 0.17, -0.31], [-0.19, -0.07, -0.22], [-0.58, 0.02, -0.39], [0.58, -0.11, 0.46], [-0.27, 0.47, 0.06], [0.39, 0.03, 0.08], [-0.02, -0.17, 0.05], [0.23, 0.12, 0.38], [-0.74, -0.47, 0.47], [1.44, 3.54, -2.03], [-0.94, 0.91, 0.05], [-0.26, -1.12, -1.45], [1.75, -0.64, 2.19], [0.28, -2.66, 1.21], [-0.87, 0.53, -0.65], [-0.54, 0.72, -0.38], [0.04, -0.98, 0.26], [-0.06, -0.38, 0.07], [-0.10, 0.45, 0.76], [-0.03, 0.10, -0.49], [1.84, 0.82, 1.44], [-0.34, -1.30, -0.54], [-4.36, -0.50, -2.56], [3.15, 2.89, -0.56], [0.17, 1.70, 1.28], [0.33, -1.35, -0.25], [-0.87, -1.12, 0.27], [0.40, 0.35, -0.11], [-0.63, -0.51, -0.37], [-0.01, -0.16, 0.50], [-0.23, -0.30, -0.09], [-0.08, -0.23, 0.53]]}

***

(2)
{"formula": "C17H23N5O3S", "method": "ωB97M-V with the def2-TZVPD basis set", "largest_force_ev_per_a": 0.42, "homo_ev": -8.097, "gap_ev": 8.256, "relative_energy_kcal_mol": 82.60, "species": ["O", "C", "O", "N", "O", "S", "H", "H", "H", "C", "C", "C", "N", "C", "H", "H", "H", "H", "H", "C", "C", "C", "N", "C", "H", "H", "H", "H", "H", "C", "C", "C", "N", "C", "H", "H", "H", "H", "H", "C", "C", "C", "N", "C", "H", "H", "H", "H", "H"], "coordinates": [[0.230, -3.801, 1.215], [-0.245, -3.220, 0.300], [-1.570, -3.263, -0.002], [0.570, -2.442, -0.619], [0.436, -2.994, -1.909], [0.205, -0.768, -0.558], [-1.915, -2.369, -0.109], [-0.364, -2.631, -2.319], [1.197, -0.396, 0.265], [3.448, 3.284, 1.043], [4.479, 2.325, 1.239], [3.950, 1.303, 1.982], [2.641, 1.608, 2.241], [2.326, 2.814, 1.673], [3.522, 4.213, 0.502], [5.491, 2.380, 0.877], [4.391, 0.390, 2.344], [2.011, 1.038, 2.775], [1.338, 3.231, 1.763], [4.428, 7.102, 1.538], [4.640, 8.489, 1.767], [3.794, 8.870, 2.774], [3.081, 7.768, 3.160], [3.460, 6.686, 2.413], [4.933, 6.481, 0.817], [5.335, 9.132, 1.252], [3.642, 9.825, 3.246], [2.384, 7.755, 3.881], [3.018, 5.716, 2.567], [-3.239, -5.584, 1.620], [-3.400, -6.835, 2.277], [-4.679, -7.261, 2.043], [-5.299, -6.317, 1.271], [-4.429, -5.294, 1.009], [-2.352, -4.975, 1.601], [-2.656, -7.361, 2.853], [-5.198, -8.152, 2.356], [-6.247, -6.368, 0.946], [-4.729, -4.451, 0.409], [-3.929, -1.894, -5.688], [-3.660, -1.397, -4.385], [-2.309, -1.185, -4.303], [-1.753, -1.535, -5.503], [-2.734, -1.967, -6.352], [-4.890, -2.166, -6.091], [-4.375, -1.214, -3.600], [-1.701, -0.800, -3.500], [-0.777, -1.482, -5.727], [-2.500, -2.288, -7.353]], "forces_ev_per_angstrom": [[0.03, -0.13, 0.02], [-0.23, 0.20, -0.23], [0.05, -0.14, 0.27], [0.16, -0.24, 0.31], [0.23, 0.28, -0.14], [-0.21, 0.21, 0.03], [0.01, 0.15, -0.25], [-0.21, -0.17, 0.05], [0.17, -0.05, -0.17], [0.00, 0.00, -0.03], [0.00, 0.00, 0.00], [-0.01, 0.00, -0.01], [-0.07, -0.07, -0.02], [-0.01, -0.01, 0.00], [-0.01, -0.01, 0.00], [0.00, 0.00, 0.00], [0.01, 0.01, 0.01], [0.03, 0.03, 0.04], [0.01, 0.01, 0.00], [-0.01, 0.00, -0.01], [0.00, 0.00, 0.00], [-0.01, 0.00, 0.01], [0.00, 0.01, -0.01], [-0.02, 0.01, 0.02], [0.01, 0.00, 0.01], [0.00, 0.00, 0.00], [0.00, 0.00, -0.01], [0.01, 0.00, 0.00], [0.03, -0.01, 0.01], [-0.01, -0.08, 0.08], [-0.01, 0.00, 0.00], [-0.01, 0.00, -0.01], [0.00, 0.00, 0.01], [-0.01, 0.02, -0.01], [-0.01, -0.02, -0.01], [0.00, 0.00, 0.00], [0.01, 0.00, 0.00], [0.01, 0.00, 0.00], [0.01, 0.00, 0.00], [-0.01, 0.00, 0.00], [0.00, -0.03, 0.00], [0.09, 0.00, 0.08], [-0.01, -0.02, 0.00], [0.02, 0.00, 0.00], [0.00, 0.00, 0.00], [0.00, 0.01, -0.01], [-0.01, 0.06, -0.03], [-0.01, 0.01, 0.00], [-0.01, 0.00, 0.00]]}

***

(3)
{"formula": "C22H32N4O2", "method": "ωB97M-V with the def2-TZVPD basis set", "largest_force_ev_per_a": 1.68, "homo_ev": -8.545, "gap_ev": 8.921, "relative_energy_kcal_mol": 23.64, "species": ["C", "N", "C", "O", "C", "C", "C", "C", "C", "N", "C", "C", "O", "H", "H", "H", "H", "H", "H", "H", "H", "H", "H", "H", "H", "H", "H", "H", "H", "H", "H", "C", "N", "C", "C", "C", "C", "C", "C", "C", "C", "C", "C", "N", "C", "C", "H", "H", "H", "H", "H", "H", "H", "H", "H", "H", "H", "H", "H", "H"], "coordinates": [[-0.957, -1.351, 5.853], [-1.355, -0.294, 4.923], [-1.372, -0.265, 3.582], [-1.556, 0.828, 3.062], [-1.090, -1.506, 2.682], [-1.797, -1.432, 1.303], [-1.342, -2.492, 0.279], [-2.337, -2.594, -0.876], [0.033, -2.154, -0.304], [-1.312, -2.840, 3.271], [-2.464, -3.291, 3.771], [-2.467, -4.726, 4.249], [-3.481, -2.619, 3.861], [-1.804, -2.013, 6.042], [-0.117, -1.920, 5.453], [-0.652, -0.904, 6.801], [-1.620, 0.590, 5.332], [-0.021, -1.437, 2.487], [-1.636, -0.446, 0.865], [-2.871, -1.536, 1.467], [-1.289, -3.473, 0.751], [-3.318, -2.870, -0.489], [-2.012, -3.358, -1.581], [-2.412, -1.635, -1.390], [-0.003, -1.187, -0.807], [0.779, -2.124, 0.487], [0.323, -2.917, -1.026], [-0.539, -3.484, 3.254], [-2.307, -5.388, 3.400], [-1.684, -4.869, 4.990], [-3.436, -4.945, 4.698], [1.650, 4.493, -5.667], [0.528, 3.627, -6.066], [-0.252, 2.995, -4.987], [0.614, 2.089, -4.144], [1.074, 0.871, -4.659], [1.863, 0.025, -3.875], [2.201, 0.395, -2.570], [1.766, 1.619, -2.035], [2.145, 2.022, -0.669], [2.227, 1.085, 0.366], [2.588, 1.523, 1.638], [2.868, 2.875, 1.849], [2.802, 3.781, 0.862], [2.442, 3.364, -0.365], [0.969, 2.455, -2.837], [2.117, 4.933, -6.554], [1.298, 5.305, -5.022], [2.411, 3.922, -5.127], [-0.090, 4.117, -6.712], [-1.063, 2.405, -5.426], [-0.711, 3.768, -4.363], [0.817, 0.591, -5.676], [2.220, -0.916, -4.283], [2.827, -0.269, -1.982], [2.000, 0.038, 0.194], [2.648, 0.830, 2.470], [3.149, 3.203, 2.845], [2.399, 4.107, -1.155], [0.606, 3.397, -2.441]], "forces_ev_per_angstrom": [[-0.35, 0.09, -0.39], [0.42, -0.89, 1.22], [-0.31, 0.69, -0.74], [-0.07, -0.50, -0.67], [-0.37, -0.32, -0.20], [-0.10, 0.05, 0.09], [0.18, 0.45, -0.14], [-0.05, -0.02, 0.48], [-0.30, -0.22, 0.30], [1.21, 0.75, -0.16], [-1.59, -0.24, 0.50], [0.04, 0.09, -0.02], [0.31, 0.33, -0.19], [0.13, -0.16, 0.09], [-0.08, 0.03, 0.11], [-0.01, 0.04, -0.17], [0.08, 0.00, -0.18], [0.25, -0.08, 0.09], [-0.01, 0.08, 0.15], [-0.02, 0.03, 0.12], [0.00, -0.13, 0.17], [-0.11, 0.03, -0.14], [-0.04, 0.04, -0.10], [-0.06, 0.00, -0.09], [0.08, 0.04, -0.02], [0.29, 0.08, -0.01], [0.14, 0.04, -0.04], [0.00, 0.05, -0.03], [0.11, -0.17, 0.04], [0.12, -0.20, 0.02], [0.13, 0.08, -0.08], [-0.72, -0.27, 0.08], [0.16, -0.33, -0.54], [0.49, 0.57, -0.25], [0.24, -0.15, 0.50], [0.13, 0.04, 0.34], [-0.22, 0.49, 0.14], [-0.20, 0.18, -0.30], [-0.15, -0.19, -0.69], [0.10, 0.17, 0.40], [0.17, 0.57, 0.31], [-0.01, 0.11, -0.20], [-0.24, -0.36, -0.81], [-0.14, -0.25, -0.21], [0.11, -0.67, 0.88], [0.10, -0.49, -0.40], [-0.15, -0.16, 0.10], [0.19, 0.20, 0.17], [-0.17, 0.01, -0.09], [0.24, -0.19, 0.35], [0.15, 0.14, -0.12], [-0.09, -0.07, 0.33], [0.01, 0.05, 0.10], [-0.04, 0.10, 0.07], [-0.03, 0.11, 0.02], [-0.02, 0.12, -0.05], [-0.01, 0.02, -0.05], [0.00, 0.23, -0.17], [0.08, 0.06, 0.14], [-0.01, -0.07, 0.02]]}